Record 1
Here is C28H78F3KO34P8 as an isolated structure in a non-equilibrium geometry from the Open Molecules 2025 dataset. Energies are from ωB97M-V with the def2-TZVPD basis set.

Multiplicity: 1
Orbital gap: 0.2587 hartree
HOMO: -6.68 eV

CARTESIAN COORDINATES (ANGSTROEM)
K: -0.84 -0.97 0.37
C: -3.00 -3.70 0.97
O: -3.53 -2.47 1.39
O: -1.65 -3.67 1.37
C: -3.98 -4.91 1.25
F: -5.24 -4.66 0.83
F: -3.65 -6.02 0.62
F: -4.07 -5.20 2.58
C: -4.38 -1.79 0.49
C: -4.56 -0.39 1.07
H: -5.03 -0.39 2.05
H: -3.61 0.11 1.24
H: -5.17 0.25 0.43
H: -5.37 -2.25 0.39
H: -4.09 -1.62 -0.54
H: -3.00 -3.60 -0.12
C: 2.01 -4.61 0.25
O: 2.88 -3.84 -0.58
P: 2.97 -2.25 -0.36
O: 1.77 -1.44 -0.73
O: 3.53 -2.08 1.18
C: 4.70 -2.81 1.47
O: 4.28 -1.83 -1.28
C: 4.09 -1.50 -2.62
H: 2.51 -5.46 0.73
H: 1.27 -5.13 -0.36
H: 1.54 -3.99 1.01
H: 5.45 -2.04 1.62
H: 5.06 -3.54 0.74
H: 4.66 -3.34 2.42
H: 4.43 -0.49 -2.84
H: 3.10 -1.74 -3.00
H: 4.80 -2.16 -3.12
C: -3.04 0.71 -4.81
O: -2.61 -0.66 -4.74
P: -1.81 -1.34 -3.47
O: -1.45 -0.52 -2.30
O: -0.48 -1.98 -4.18
C: 0.33 -2.92 -3.40
O: -2.73 -2.63 -3.11
C: -3.10 -3.56 -4.13
H: -2.52 1.11 -5.69
H: -2.71 1.19 -3.89
H: -4.12 0.75 -4.93
H: -0.03 -3.15 -2.40
H: 1.40 -2.73 -3.46
H: 0.25 -3.88 -3.92
H: -4.17 -3.74 -4.10
H: -2.67 -4.56 -4.04
H: -2.80 -3.21 -5.12
C: 6.77 0.23 0.50
O: 5.45 0.50 0.92
P: 4.95 2.09 0.73
O: 4.94 2.66 -0.62
O: 5.94 2.94 1.76
C: 5.93 2.63 3.11
O: 3.50 2.14 1.49
C: 2.40 1.48 0.91
H: 6.78 -0.57 -0.24
H: 7.33 0.02 1.41
H: 7.33 1.00 -0.03
H: 6.89 2.22 3.45
H: 5.12 1.97 3.41
H: 5.85 3.61 3.58
H: 1.79 2.18 0.35
H: 1.78 0.93 1.63
H: 2.74 0.68 0.25
C: -1.52 5.27 -1.53
O: -1.19 3.86 -1.41
P: -1.28 3.22 0.06
O: -0.95 1.76 0.02
O: -2.79 3.53 0.64
C: -3.95 2.90 0.19
O: -0.28 4.18 0.86
C: -0.31 4.06 2.31
H: -2.56 5.23 -1.86
H: -0.87 5.70 -2.29
H: -1.53 5.87 -0.62
H: -4.59 3.68 -0.23
H: -4.45 2.43 1.03
H: -3.78 2.12 -0.55
H: -0.60 3.07 2.65
H: -0.86 4.92 2.70
H: 0.74 4.16 2.57
C: 1.21 1.50 -3.45
O: 2.11 1.43 -4.51
P: 1.92 0.30 -5.67
O: 2.26 -1.09 -5.22
O: 0.41 0.51 -6.14
C: -0.18 -0.10 -7.29
O: 2.82 0.84 -6.93
C: 3.90 1.70 -6.71
H: 0.35 0.83 -3.58
H: 0.84 2.48 -3.17
H: 1.71 1.12 -2.56
H: -1.07 0.38 -7.70
H: -0.53 -1.10 -7.03
H: 0.62 -0.34 -7.98
H: 4.88 1.27 -6.91
H: 4.00 1.89 -5.64
H: 3.69 2.66 -7.18
C: 5.59 -1.95 7.32
O: 6.28 -1.70 6.14
P: 5.97 -0.52 5.10
O: 6.82 -0.63 3.88
O: 4.36 -0.68 4.97
C: 3.69 -0.28 3.78
O: 6.23 0.90 5.91
C: 7.49 1.07 6.56
H: 5.24 -2.95 7.56
H: 4.71 -1.34 7.53
H: 6.27 -1.70 8.14
H: 4.23 -0.17 2.84
H: 3.26 0.73 3.79
H: 2.76 -0.85 3.68
H: 8.33 0.54 6.10
H: 7.45 0.71 7.59
H: 7.77 2.12 6.47
C: 0.89 0.48 6.58
O: 0.81 0.74 5.15
P: -0.51 0.38 4.28
O: -0.30 0.45 2.79
O: -1.04 -1.00 4.97
C: -0.20 -2.19 4.91
O: -1.58 1.48 4.86
C: -2.89 1.40 4.40
H: -0.06 0.23 7.04
H: 1.26 1.35 7.12
H: 1.58 -0.35 6.77
H: 0.59 -2.15 4.16
H: -0.72 -3.10 4.62
H: 0.24 -2.33 5.89
H: -3.61 1.72 5.15
H: -3.19 0.40 4.10
H: -3.08 1.94 3.47
C: -5.65 0.00 -2.50
O: -6.54 1.01 -2.09
P: -7.37 1.90 -3.14
O: -6.55 2.73 -3.99
O: -8.25 0.81 -4.00
C: -8.82 1.20 -5.26
O: -8.40 2.74 -2.18
C: -9.54 2.06 -1.74
H: -5.96 -0.94 -2.06
H: -4.62 0.24 -2.22
H: -5.71 -0.05 -3.59
H: -8.41 2.09 -5.74
H: -9.89 1.24 -5.06
H: -8.57 0.37 -5.92
H: -9.54 0.99 -1.95
H: -10.44 2.46 -2.20
H: -9.65 2.12 -0.66

These are the Mulliken partial charges, in e, on atoms 1 to 4: K 0.6257; C 0.4382; O -0.2385; O -0.7506



Record 2
Here is a single C7H10O molecule in a non-equilibrium geometry from the Open Molecules 2025 dataset. Energies are from ωB97M-V with the def2-TZVPD basis set.

SMILES string: O=C(C1CC1)C1CC1
Multiplicity: 1
Orbital gap: 0.3951 hartree
HOMO: -9.67 eV

CARTESIAN COORDINATES (ANGSTROEM)
O: 1.29 -0.45 0.33
C: 0.20 -0.01 0.00
C: -0.60 -0.85 -0.98
C: 0.26 -1.62 -2.00
C: -0.37 -2.34 -0.83
C: -0.36 1.27 0.54
C: 0.02 1.44 2.07
C: 0.61 2.30 1.02
H: -1.66 -0.51 -1.31
H: -0.24 -1.57 -3.02
H: 1.36 -1.48 -1.95
H: -1.24 -2.97 -0.82
H: 0.35 -2.59 -0.05
H: -1.38 1.54 0.24
H: 0.69 0.50 2.13
H: -0.74 1.78 2.81
H: 0.14 3.31 0.96
H: 1.67 2.24 0.86

These are the natural (NBO) partial charges, in e, on atoms 1 to 4: O -0.6104; C 0.5891; C -0.3420; C -0.3990



Record 3
Here is C20H35N7SY as an isolated structure in a non-equilibrium geometry from the Open Molecules 2025 dataset. Energies are from ωB97M-V with the def2-TZVPD basis set.

Multiplicity: 1
Orbital gap: 0.2795 hartree
Net charge: +3
HOMO: -17.31 eV

CARTESIAN COORDINATES (ANGSTROEM)
Y: 0.59 -0.87 0.36
C: -2.70 -0.38 3.64
C: -1.80 -0.74 2.51
N: -0.55 -0.50 2.43
C: 0.18 0.37 3.37
C: 1.36 1.01 2.61
N: 0.92 1.36 1.23
C: 1.92 2.09 0.39
C: 3.02 1.18 -0.14
N: 2.49 -0.07 -0.77
C: 2.31 -0.04 -2.27
C: 0.86 -0.17 -2.80
N: -0.07 -0.77 -1.83
C: -1.22 -1.22 -2.18
C: -1.71 -1.25 -3.59
C: -2.13 -1.60 -1.04
C: -3.39 -2.16 -1.17
C: -4.16 -2.32 -0.02
C: -3.69 -1.90 1.21
C: -2.41 -1.37 1.28
N: -1.67 -1.26 0.17
H: -2.20 0.18 4.42
H: -3.09 -1.30 4.10
H: -3.56 0.19 3.28
H: 0.56 -0.21 4.21
H: -0.47 1.15 3.77
H: 2.21 0.33 2.56
H: 1.69 1.90 3.15
H: 0.13 1.98 1.32
H: 2.38 2.91 0.95
H: 1.38 2.53 -0.44
H: 3.70 0.89 0.66
H: 3.61 1.76 -0.85
H: 3.19 -0.78 -0.61
H: 2.89 -0.86 -2.68
H: 2.73 0.87 -2.67
H: 0.90 -0.74 -3.73
H: 0.46 0.81 -3.06
H: -1.94 -0.23 -3.92
H: -2.61 -1.85 -3.71
H: -0.95 -1.64 -4.26
H: -3.79 -2.44 -2.13
H: -5.16 -2.75 -0.10
H: -4.31 -1.98 2.10
C: 1.22 -5.21 -1.99
N: 1.09 -5.61 -0.58
C: 1.25 -7.07 -0.39
C: 1.12 -4.74 0.42
S: 1.88 -3.18 0.14
N: 0.64 -5.07 1.63
C: 1.12 -4.48 2.88
C: -0.44 -6.06 1.83
H: 0.69 -5.94 -2.59
H: 2.27 -5.20 -2.29
H: 0.79 -4.23 -2.15
H: 2.03 -7.40 -1.07
H: 0.33 -7.61 -0.63
H: 1.56 -7.30 0.62
H: 2.04 -3.94 2.74
H: 1.30 -5.29 3.60
H: 0.36 -3.82 3.31
H: -0.97 -6.24 0.90
H: -1.14 -5.64 2.55
H: -0.06 -7.00 2.24

These are the natural (NBO) partial charges, in e, on atoms 1 to 4: Y 2.0005; C -0.7150; C 0.4003; N -0.5779



Record 4
Here is a single C4H4O2 molecule from the Open Molecules 2025 dataset. Energies are from ωB97M-V with the def2-TZVPD basis set.

SMILES string: O=CC#CCO
Multiplicity: 1
Orbital gap: 0.3928 hartree
HOMO: -10.51 eV

CARTESIAN COORDINATES (ANGSTROEM)
O: 2.99 0.81 -1.03
C: 2.46 -0.18 -0.59
C: 1.01 -0.27 -0.46
C: -0.15 -0.06 -0.17
C: -1.48 0.41 0.27
O: -2.13 -0.40 1.22
H: 3.05 -1.04 -0.22
H: -1.30 1.36 0.78
H: -2.11 0.63 -0.61
H: -2.35 -1.25 0.82

These are the natural (NBO) partial charges, in e, on atoms 1 to 4: O -0.4814; C 0.3616; C -0.1258; C 0.0490



Record 5
Here is a single C2H4N2O2S molecule in a non-equilibrium geometry from the Open Molecules 2025 dataset. Energies are from ωB97M-V with the def2-TZVPD basis set.

SMILES string: NS(=O)(=O)[C@H]1C=N1
Multiplicity: 1
Orbital gap: 0.4053 hartree
HOMO: -10.83 eV

CARTESIAN COORDINATES (ANGSTROEM)
N: -0.84 1.01 0.96
S: -0.90 -0.34 -0.02
O: -1.30 0.05 -1.34
O: -1.61 -1.42 0.57
C: 0.83 -0.76 -0.10
C: 1.63 -0.04 -1.08
N: 1.80 0.39 0.10
H: -1.52 1.69 0.77
H: -0.68 0.78 1.93
H: 1.09 -1.84 0.21
H: 1.49 0.48 -2.01

These are the natural (NBO) partial charges, in e, on atoms 1 to 4: N -1.0680; S 2.2818; O -0.9437; O -0.9300



Record 6
Here is a 2-piece molecular cluster, C3H4Br3P overall in a non-equilibrium geometry from the Open Molecules 2025 dataset. Energies are from ωB97M-V with the def2-TZVPD basis set.

Multiplicity: 1
Orbital gap (alpha / beta): 0.2486 / 0.2822 hartree
HOMO (alpha / beta): -8.39 / -8.50 eV

CARTESIAN COORDINATES (ANGSTROEM)
C: -0.66 -1.11 0.46
C: -1.10 0.20 0.27
C: -0.68 1.33 0.79
P: 2.40 0.37 -1.76
Br: -2.47 0.67 -1.05
Br: 3.69 -0.62 -0.16
Br: 0.84 -1.06 -2.07
H: -1.28 -1.97 0.19
H: 0.14 -1.22 1.27
H: 0.10 1.07 1.41
H: -0.98 2.34 0.64

These are the natural (NBO) partial charges, in e, on atoms 1 to 4: C -0.3678; C -0.1094; C -0.3737; P 0.3926



Record 7
Here is a single C5H10N2O3 molecule in a non-equilibrium geometry from the Open Molecules 2025 dataset. Energies are from ωB97M-V with the def2-TZVPD basis set.

SMILES string: NC(=O)CC[C@H](N)C(=O)O
Multiplicity: 1
Orbital gap: 0.3642 hartree
HOMO: -9.28 eV

CARTESIAN COORDINATES (ANGSTROEM)
N: 3.01 -0.05 -0.64
C: 1.68 -0.31 -0.95
O: 1.10 0.02 -1.93
C: 0.99 -1.20 0.02
C: -0.53 -1.07 -0.02
C: -1.01 0.39 -0.17
N: -0.29 1.42 0.58
C: -2.42 0.68 0.08
O: -3.31 0.70 -0.74
O: -2.71 0.86 1.40
H: 3.51 -0.51 0.11
H: 3.42 0.82 -0.89
H: 1.24 -2.10 -0.35
H: 1.40 -1.14 1.02
H: -0.93 -1.71 -0.81
H: -0.79 -1.32 1.00
H: -0.88 0.72 -1.24
H: 0.75 1.24 0.52
H: -0.58 1.59 1.57
H: -3.65 0.96 1.44

These are the natural (NBO) partial charges, in e, on atoms 1 to 4: N -0.8555; C 0.6815; O -0.5791; C -0.5123



Record 8
Here is C23H22ClDyNPS as an isolated structure in a non-equilibrium geometry from the Open Molecules 2025 dataset. Energies are from ωB97M-V with the def2-TZVPD basis set.

Multiplicity: 6
<S²>: 9.34
Orbital gap (alpha / beta): 0.2102 / 0.2113 hartree
Net charge: +2
HOMO (alpha / beta): -14.11 / -14.06 eV

CARTESIAN COORDINATES (ANGSTROEM)
Dy: 1.07 -0.74 1.91
Cl: 2.33 -2.38 0.58
P: -0.30 -0.20 -0.37
C: 0.22 1.04 -1.55
C: -0.46 2.25 -1.69
C: -0.15 3.12 -2.74
C: 0.89 2.81 -3.62
C: 1.64 1.64 -3.42
C: 1.32 0.76 -2.38
C: -0.97 -1.61 -1.33
C: -1.36 -2.78 -0.65
C: -1.87 -3.85 -1.37
C: -2.01 -3.78 -2.76
C: -1.62 -2.62 -3.43
C: -1.10 -1.53 -2.72
C: -1.80 0.48 0.46
C: -1.79 0.81 1.83
C: -3.00 1.14 2.43
C: -4.17 1.24 1.67
C: -4.16 0.98 0.29
C: -2.96 0.59 -0.32
H: -1.26 -2.84 0.44
H: -2.17 -4.75 -0.85
H: -2.41 -4.63 -3.32
H: -1.73 -2.55 -4.51
H: -0.82 -0.62 -3.26
H: -1.23 2.52 -0.97
H: -0.73 4.04 -2.87
H: 1.11 3.47 -4.47
H: 2.46 1.41 -4.09
H: 1.91 -0.14 -2.21
H: -0.84 0.88 2.41
H: -3.03 1.34 3.50
H: -5.10 1.52 2.14
H: -5.06 1.07 -0.32
H: -2.93 0.35 -1.39
H: -0.20 4.77 0.05
H: -0.67 4.55 0.61
S: 2.11 1.59 1.72
C: 3.02 0.50 2.71
N: 4.25 0.07 2.28
C: 4.84 -1.06 2.76
C: 4.16 -1.87 3.65
C: 2.91 -1.48 4.16
C: 2.46 -0.19 3.84
H: 4.71 0.54 1.48
H: 5.82 -1.28 2.36
H: 4.61 -2.82 3.97
H: 2.42 -2.07 4.95
H: 1.64 0.31 4.38

These are the Mulliken partial charges, in e, on atoms 1 to 4: Dy 0.3337; Cl -0.3705; P 1.0440; C 0.3536



Record 9
Here is C8H13NPTm as an isolated structure in a non-equilibrium geometry from the Open Molecules 2025 dataset. Energies are from ωB97M-V with the def2-TZVPD basis set.

Multiplicity: 3
<S²>: 2.01
Orbital gap (alpha / beta): 0.1839 / 0.1736 hartree
HOMO (alpha / beta): -5.26 / -5.51 eV

CARTESIAN COORDINATES (ANGSTROEM)
C: 0.22 1.22 -0.36
C: 1.55 1.24 -0.81
C: 1.57 1.23 -2.24
C: 0.23 1.21 -2.72
C: -0.66 1.19 -1.63
Tm: -2.85 -0.48 0.84
P: -1.32 -0.67 3.04
H: -0.16 1.26 0.67
H: 2.43 1.25 -0.17
H: 2.46 1.26 -2.86
H: -1.76 1.21 -1.64
H: -0.06 1.20 -3.77
H: -1.43 0.39 4.02
H: 0.13 -0.78 3.06
H: -1.60 -1.76 3.95
C: 0.35 -4.95 0.40
C: -0.15 -3.99 -0.71
C: -0.92 -2.90 -0.21
N: -1.63 -2.06 0.20
H: 1.00 -4.43 1.11
H: 0.92 -5.78 -0.03
H: -0.50 -5.38 0.94
H: 0.71 -3.58 -1.27
H: -0.77 -4.55 -1.44

These are the natural (NBO) partial charges, in e, on atoms 1 to 4: C -0.4214; C -0.3293; C -0.3473; C -0.3230



Record 10
Here is an isolated ion of composition C5H10NO2 and charge +1 in a non-equilibrium geometry from the Open Molecules 2025 dataset. Energies are from ωB97M-V with the def2-TZVPD basis set.

SMILES string: C=[NH+]CCCC(=O)O
Multiplicity: 1
Orbital gap: 0.3649 hartree
Net charge: +1
HOMO: -14.55 eV

CARTESIAN COORDINATES (ANGSTROEM)
C: -0.70 -1.28 -2.03
N: -1.21 -0.48 -1.22
C: -1.26 -0.68 0.20
C: -0.77 0.45 1.07
C: 0.75 0.73 1.32
C: 1.64 0.61 0.12
O: 1.41 -0.08 -0.86
O: 2.70 1.42 0.21
H: -0.71 -1.03 -3.08
H: -0.34 -2.19 -1.60
H: -1.40 0.49 -1.51
H: -2.22 -1.06 0.55
H: -0.89 -1.68 0.49
H: -1.15 0.37 2.09
H: -1.19 1.39 0.73
H: 0.85 1.74 1.73
H: 1.10 0.14 2.17
H: 3.39 1.15 -0.37

These are the natural (NBO) partial charges, in e, on atoms 1 to 4: C 0.1762; N -0.3703; C -0.2831; C -0.4218



Record 11
Here is a 6-piece molecular cluster, C5H23NO5 overall in a non-equilibrium geometry from the Open Molecules 2025 dataset. Energies are from ωB97M-V with the def2-TZVPD basis set.

SMILES string: CC(C)N(C)C.O.O.O.O.O
Multiplicity: 1
Orbital gap: 0.3232 hartree
HOMO: -8.67 eV

CARTESIAN COORDINATES (ANGSTROEM)
C: 0.02 -0.96 -2.35
C: -0.54 0.16 -1.43
C: -1.97 0.46 -1.76
N: -0.34 0.22 0.10
C: 0.95 0.58 0.52
C: -1.10 -0.74 0.86
H: 1.10 -1.25 -2.12
H: 0.13 -0.46 -3.30
H: -0.62 -1.87 -2.28
H: 0.17 1.06 -1.81
H: -2.03 1.51 -2.10
H: -2.42 0.06 -2.64
H: -2.74 0.32 -0.92
H: 1.63 -0.01 1.22
H: 1.67 0.85 -0.31
H: 0.71 1.53 1.07
H: -0.91 -0.36 1.90
H: -0.77 -1.78 0.78
H: -2.20 -0.79 0.61
O: 4.20 0.76 0.83
H: 3.93 1.55 1.32
H: 3.43 0.14 0.57
O: -1.28 -3.50 -0.60
H: -1.85 -3.31 -1.55
H: -0.50 -2.87 -0.52
O: -1.53 2.69 0.32
H: -1.73 2.49 -0.67
H: -1.03 1.92 0.62
O: -1.95 1.97 2.83
H: -1.84 2.71 2.17
H: -2.58 1.42 2.33
O: 3.08 -1.63 0.40
H: 3.87 -1.31 -0.02
H: 2.71 -2.30 -0.24

These are the natural (NBO) partial charges, in e, on atoms 1 to 4: C -0.6412; C -0.0295; C -0.6591; N -0.5138



Record 12
Here is C34H26ClN2O4PRhS2Te as an isolated structure from the Open Molecules 2025 dataset. Energies are from ωB97M-V with the def2-TZVPD basis set.

Multiplicity: 1
Orbital gap: 0.2032 hartree
Net charge: -1
HOMO: -3.20 eV

CARTESIAN COORDINATES (ANGSTROEM)
Rh: 0.30 -0.87 -0.52
O: 0.15 0.34 3.32
C: 0.71 -0.16 2.35
O: -0.01 -0.73 1.43
C: 2.23 -0.15 2.33
C: 2.80 0.14 3.58
C: 4.16 0.18 3.79
C: 5.01 -0.08 2.72
C: 4.47 -0.36 1.48
C: 3.09 -0.40 1.26
S: 2.62 -0.70 -0.41
H: 2.11 0.34 4.39
H: 4.56 0.40 4.77
H: 6.09 -0.06 2.84
H: 5.13 -0.55 0.63
Cl: 0.65 -0.77 -2.98
C: 0.62 0.96 -3.30
C: 0.94 1.36 -4.58
C: 0.95 2.72 -4.87
C: 0.64 3.65 -3.89
C: 0.32 3.21 -2.61
C: 0.30 1.86 -2.29
P: -0.14 1.32 -0.60
C: -1.78 1.77 -0.31
C: -2.36 1.55 0.99
C: -3.69 1.62 1.20
C: -4.66 1.59 0.04
C: -4.02 2.22 -1.17
C: -2.68 2.19 -1.35
C: 0.96 2.42 0.39
C: 2.34 2.41 0.21
C: 3.15 3.27 0.94
C: 2.59 4.14 1.86
C: 1.22 4.18 2.02
C: 0.40 3.33 1.29
H: 1.19 0.63 -5.33
H: 1.20 3.05 -5.87
H: 0.65 4.70 -4.11
H: 0.08 3.93 -1.83
H: -1.71 1.36 1.84
H: -4.09 1.57 2.21
H: -5.58 2.13 0.30
H: -4.67 2.66 -1.93
H: -2.27 2.57 -2.28
H: 2.78 1.73 -0.50
H: 4.23 3.23 0.80
H: 3.23 4.80 2.44
H: 0.77 4.87 2.73
H: -0.67 3.39 1.39
Te: -2.09 -1.63 -1.14
C: -5.09 0.15 -0.26
C: -5.46 -0.41 -1.44
C: -5.92 -1.76 -1.31
C: -5.91 -2.18 -0.02
S: -5.30 -0.98 1.04
H: -5.37 0.10 -2.39
H: -6.21 -2.38 -2.14
H: -6.16 -3.16 0.36
C: 2.16 -5.87 1.57
N: 1.33 -5.22 0.57
C: 0.59 -5.94 -0.32
C: -0.21 -5.33 -1.21
C: -0.25 -3.90 -1.16
O: -1.07 -3.30 -1.98
N: 0.50 -3.18 -0.34
C: 1.28 -3.80 0.61
O: 1.93 -3.24 1.46
H: 2.23 -6.93 1.34
H: 1.73 -5.73 2.56
H: 3.15 -5.41 1.57
H: 0.68 -7.01 -0.25
H: -0.83 -5.87 -1.90

These are the Mulliken partial charges, in e, on atoms 1 to 4: Rh -0.7112; O -0.7626; C -0.0511; O -0.5412



Question: What is the multiplicity in the ninth record?
Answer: 3



Question: What is the formula in the eleventh record?
Answer: C5H23NO5



Question: What is the multiplicity in the eleventh record?
Answer: 1